C3H5NOS | ωB97M-V/def2-TZVPD

Cartesian coordinates (Å):
C -1.02 0.67 -0.14
C 0.36 0.94 0.14
C 1.50 0.00 0.08
H -2.62 -0.43 -0.19
H -1.32 -1.52 0.63
H -1.83 1.50 -0.28
H 0.82 2.02 0.22
H 1.75 -1.55 -0.15
N -1.66 -0.52 -0.18
O 0.91 -1.18 0.00
S 3.13 0.07 -0.13

Properties
- total charge = 0
- HOMO-LUMO gap (eV) = 8.3
- E_HOMO (eV) = -8.4
- LUMO (eV) = -0.059

Want to see where the charge sits? The Mulliken charges in e are: C 0.115; C -0.477; C 0.351; H 0.252; H 0.336; H 0.230; H 0.224; H 0.233; N -0.485; O -0.380; S -0.401


C3H5NOS2 | ωB97M-V/def2-TZVPD

Cartesian coordinates (Å):
C 2.00 0.14 0.00
N 0.58 0.48 -0.19
C -0.44 -0.34 0.05
O -0.32 -1.55 0.30
C -1.81 0.32 0.03
S -2.00 1.91 0.13
S -3.16 -0.80 -0.07
H 2.03 -0.92 -0.19
H 2.59 0.74 -0.73
H 2.49 0.39 0.97
H 0.34 1.45 -0.25
H -2.30 -1.81 -0.05

Properties
- total charge = 0
- HOMO-LUMO gap (eV) = 8.2
- E_HOMO (eV) = -9.2
- LUMO (eV) = -0.994
- SMILES string = CNC(=O)C(=S)S

Want to see where the charge sits? The Mulliken charges in e are: C -0.780; N -0.136; C 0.604; O -0.681; C 0.279; S -0.352; S -0.158; H 0.305; H 0.288; H 0.270; H 0.170; H 0.193


C3H5NOS2 | ωB97M-V/def2-TZVPD

Cartesian coordinates (Å):
C -1.80 -1.63 -0.57
S -0.22 -0.73 -0.65
S -0.82 1.25 -0.30
C 0.63 1.77 0.73
N 1.84 1.22 0.24
C 2.40 0.18 0.08
O 3.10 -0.65 -0.27
H -1.60 -2.68 -0.79
H -2.72 -1.37 -1.26
H -2.13 -1.71 0.42
H 0.51 1.45 1.82
H 0.82 2.91 0.56

Properties
- total charge = 0
- HOMO-LUMO gap (eV) = 8.9
- E_HOMO (eV) = -8.5
- LUMO (eV) = 0.405
- SMILES string = CSSCN=C=O

Want to see where the charge sits? The Mulliken charges in e are: C -0.888; S -0.045; S -0.119; C -0.256; N -0.382; C 0.598; O -0.405; H 0.313; H 0.286; H 0.351; H 0.293; H 0.254


C3H5NS | ωB97M-V/def2-TZVPD

Cartesian coordinates (Å):
C -1.15 -0.95 0.25
C -0.49 0.03 0.86
C 0.36 0.83 0.01
N 0.80 0.34 -1.16
S 0.72 2.41 0.39
H -1.63 -1.61 1.03
H -1.04 -1.25 -0.82
H -0.46 0.14 1.89
H 1.81 0.82 -1.36
H 1.07 -0.77 -1.09

Properties
- total charge = 0
- HOMO-LUMO gap (eV) = 8.2
- E_HOMO (eV) = -8.5
- LUMO (eV) = -0.310
- SMILES string = C=CC(N)=S

Want to see where the charge sits? The Mulliken charges in e are: C -0.695; C -0.281; C 0.283; N -0.579; S -0.304; H 0.221; H 0.337; H 0.390; H 0.324; H 0.303


C3H5NS | ωB97M-V/def2-TZVPD

Cartesian coordinates (Å):
C 1.38 0.40 0.50
C 0.14 0.90 0.34
C -0.98 0.06 -0.20
N -0.67 -1.16 -0.64
S -2.43 0.77 -0.38
H 2.10 1.00 0.99
H 1.71 -0.54 0.11
H -0.23 1.83 0.85
H -1.31 -1.84 -0.89
H 0.30 -1.41 -0.68

Properties
- total charge = 0
- HOMO-LUMO gap (eV) = 8.4
- E_HOMO (eV) = -8.4
- LUMO (eV) = -0.020
- SMILES string = C=CC(N)=S

Want to see where the charge sits? The Mulliken charges in e are: C -0.791; C -0.042; C 0.451; N -0.304; S -0.352; H 0.252; H 0.176; H 0.294; H 0.195; H 0.123


C3H5NS2 | ωB97M-V/def2-TZVPD

Cartesian coordinates (Å):
S 1.57 -1.26 0.53
C 0.44 -0.25 -0.73
C 0.17 0.96 0.05
C -0.93 0.90 0.74
S -1.81 -0.58 0.40
N -0.86 -0.89 -1.00
H 1.77 -0.19 1.31
H 0.96 -0.17 -1.72
H 0.89 1.76 0.27
H -1.41 1.63 1.39
H -0.81 -1.92 -1.26

Properties
- total charge = 0
- HOMO-LUMO gap (eV) = 8.5
- E_HOMO (eV) = -7.8
- LUMO (eV) = 0.706
- SMILES string = S[C@@H]1C=CSN1

Want to see where the charge sits? The Mulliken charges in e are: S -0.251; C 0.218; C -1.107; C 0.020; S -0.035; N -0.422; H 0.148; H 0.326; H 0.426; H 0.367; H 0.310


C3H5NS2 | ωB97M-V/def2-TZVPD

Cartesian coordinates (Å):
C -0.73 1.22 -0.33
C 0.72 0.76 -0.21
S 2.09 1.55 -0.30
N 0.80 -0.69 0.13
C -0.23 -1.52 0.59
S -0.04 -3.11 0.63
H -0.86 2.28 -0.22
H -1.47 0.70 0.25
H -0.84 0.96 -1.45
H 1.74 -1.00 0.03
H -1.16 -1.14 0.90

Properties
- total charge = 0
- HOMO-LUMO gap (eV) = 8.2
- E_HOMO (eV) = -8.9
- LUMO (eV) = -0.607
- SMILES string = CC(=S)NC=S

Want to see where the charge sits? The Mulliken charges in e are: C -0.995; C 0.496; S -0.326; N -0.161; C -0.085; S -0.301; H 0.324; H 0.309; H 0.282; H 0.244; H 0.213


C3H5NS2 | ωB97M-V/def2-TZVPD

Cartesian coordinates (Å):
S -0.67 2.55 0.41
C -0.17 1.01 0.14
C 1.27 0.58 0.16
S 1.30 -1.21 -0.16
C -0.55 -1.33 -0.29
N -1.07 0.05 -0.18
H 1.70 0.79 1.13
H 1.89 1.13 -0.59
H -0.96 -2.06 0.45
H -0.74 -1.73 -1.25
H -2.01 0.22 0.16

Properties
- total charge = 0
- HOMO-LUMO gap (eV) = 9.1
- E_HOMO (eV) = -8.5
- LUMO (eV) = 0.552
- SMILES string = S=C1CSCN1

Want to see where the charge sits? The Mulliken charges in e are: S -0.332; C 0.017; C -0.322; S -0.151; C -0.414; N -0.209; H 0.271; H 0.286; H 0.275; H 0.312; H 0.267


C3H5NS2 | ωB97M-V/def2-TZVPD

Cartesian coordinates (Å):
N -0.23 -0.83 -2.21
C -0.47 -0.56 -0.84
C 0.44 -0.05 -0.01
C 0.06 0.28 1.34
S -1.35 -0.17 2.13
S 1.29 1.31 2.14
H -1.07 -0.60 -2.75
H 0.45 -0.11 -2.52
H -1.44 -0.73 -0.39
H 1.41 0.34 -0.31
H 0.89 1.12 3.40

Properties
- total charge = 0
- HOMO-LUMO gap (eV) = 7.9
- E_HOMO (eV) = -8.5
- LUMO (eV) = -0.524
- SMILES string = N/C=C/C(=S)S

Want to see where the charge sits? The Mulliken charges in e are: N -0.552; C -0.107; C -0.421; C 0.371; S -0.308; S -0.228; H 0.289; H 0.273; H 0.283; H 0.251; H 0.149


C3H5NS3 | ωB97M-V/def2-TZVPD

Cartesian coordinates (Å):
S 2.69 -0.02 -0.01
C 1.06 0.07 0.01
C 0.41 -1.29 0.24
S -1.31 -1.49 -0.31
C -1.89 -0.01 0.56
S -1.28 1.51 -0.17
N 0.41 1.27 -0.03
H 0.47 -1.46 1.32
H 0.92 -2.10 -0.25
H -3.00 -0.03 0.60
H -1.54 0.00 1.59
H 1.07 2.05 0.11

Properties
- total charge = 0
- HOMO-LUMO gap (eV) = 8.7
- E_HOMO (eV) = -8.4
- LUMO (eV) = 0.228
- SMILES string = S=C1CSCSN1

Want to see where the charge sits? The Mulliken charges in e are: S -0.355; C 0.352; C -0.723; S -0.060; C -0.613; S 0.015; N -0.239; H 0.315; H 0.394; H 0.333; H 0.318; H 0.264


C3H5NS3 | ωB97M-V/def2-TZVPD

Cartesian coordinates (Å):
C 1.41 -1.14 -1.13
C -0.93 0.17 -0.94
C -0.93 0.98 0.29
H 1.42 -1.22 -0.04
H 0.91 -2.00 -1.57
H 2.43 -1.16 -1.53
H -1.24 2.03 0.17
H -0.25 0.62 3.69
N -0.57 0.45 1.41
S 0.63 0.41 -1.65
S -2.26 -0.63 -1.44
S -0.63 1.49 2.73

Properties
- total charge = 0
- HOMO-LUMO gap (eV) = 7.5
- E_HOMO (eV) = -8.6
- LUMO (eV) = -1.135

Want to see where the charge sits? The Mulliken charges in e are: C -0.757; C 0.040; C 0.027; H 0.280; H 0.287; H 0.298; H 0.375; H 0.154; N -0.329; S -0.056; S -0.182; S -0.136


C3H5NaO3 | ωB97M-V/def2-TZVPD

Cartesian coordinates (Å):
H -0.73 -0.15 -1.63
C -1.22 0.21 -0.71
C -0.43 1.14 0.17
O 1.00 0.85 0.01
C 1.43 -0.34 0.23
O 2.74 -0.35 0.00
Na -0.09 -2.22 0.63
O -1.59 -0.77 0.30
H -2.14 0.74 -1.01
H -1.62 0.25 1.08
H -0.39 1.90 0.96
H 3.04 -1.26 -0.02

Properties
- total charge = 0
- HOMO-LUMO gap (eV) = 5.1
- E_HOMO (eV) = -5.8
- LUMO (eV) = -0.690

Want to see where the charge sits? The Mulliken charges in e are: H 0.215; C -0.470; C -0.511; O -0.325; C -0.063; O -0.383; Na 0.849; O -0.732; H 0.227; H 0.368; H 0.454; H 0.371


C3H5NaO4 | ωB97M-V/def2-TZVPD

Cartesian coordinates (Å):
O 1.39 -1.04 3.55
C 0.74 -1.10 2.30
C 0.64 0.30 1.70
O 0.16 0.28 0.42
C -0.74 -1.04 -1.72
O -0.15 -0.32 -2.57
O -1.96 -0.84 -1.45
H 1.09 -1.75 4.12
H -0.29 -1.50 2.40
H 1.28 -1.76 1.59
H 1.66 0.75 1.74
H 0.06 0.91 2.43
Na -1.36 1.60 -1.46

Properties
- total charge = -1
- HOMO-LUMO gap (alpha / beta) (eV) = 4.6 / 4.6
- E_HOMO (alpha / beta) (eV) = -2.6 / -2.8
- LUMO (alpha / beta) (eV) = 1.932 / 1.786
- spin multiplicity = 2

Want to see where the charge sits? The Mulliken charges in e are: O -0.523; C -0.197; C -0.596; O -0.623; C 0.168; O -0.577; O -0.570; H 0.285; H 0.211; H 0.206; H 0.213; H 0.192; Na 0.811


C3H5O2P | ωB97M-V/def2-TZVPD

Cartesian coordinates (Å):
O 3.44 -0.61 0.93
C 2.59 -1.33 0.73
O 1.67 -1.99 0.65
C -0.22 0.68 -1.47
C -1.24 0.45 -0.63
P -0.97 0.03 1.13
H 0.79 0.66 -1.13
H -0.42 1.01 -2.50
H -2.21 0.54 -1.09
H -2.16 -0.58 1.51
H -1.29 1.12 1.86

Properties
- total charge = 0
- HOMO-LUMO gap (eV) = 9.9
- E_HOMO (eV) = -9.2
- LUMO (eV) = 0.700
- SMILES string = O=C=O.C=CP

Want to see where the charge sits? The Mulliken charges in e are: O -0.347; C 0.633; O -0.290; C -0.548; C -0.044; P -0.192; H 0.176; H 0.230; H 0.311; H 0.031; H 0.039


C3H5O2P | ωB97M-V/def2-TZVPD

Cartesian coordinates (Å):
C 0.69 0.51 0.33
C 1.47 -0.93 0.53
C -0.57 0.38 -0.54
O 2.30 -1.16 -0.64
O 1.76 1.31 -0.27
P 2.90 0.12 0.12
H 0.40 1.07 1.34
H 1.17 -1.93 1.09
H -0.72 1.49 -0.84
H -1.43 0.01 0.01
H -0.55 -0.33 -1.39

Properties
- total charge = 0
- HOMO-LUMO gap (eV) = 9.8
- E_HOMO (eV) = -9.0
- LUMO (eV) = 0.789

Want to see where the charge sits? The Mulliken charges in e are: C 0.364; C -0.121; C -1.139; O -0.309; O -0.389; P 0.122; H 0.227; H 0.343; H 0.277; H 0.343; H 0.282


C3H5O2P | ωB97M-V/def2-TZVPD

Cartesian coordinates (Å):
C 0.01 -1.35 0.00
C 0.37 -0.13 0.19
C 1.67 0.55 0.27
O -2.50 -0.94 0.02
O -0.72 0.83 0.35
P -2.18 0.51 -0.25
H -0.58 -2.29 0.10
H 2.38 -0.21 0.09
H 1.76 1.11 1.19
H 2.04 1.37 -0.39
H -2.25 0.55 -1.56

Properties
- total charge = 0
- HOMO-LUMO gap (alpha / beta) (eV) = 7.3 / 8.9
- E_HOMO (alpha / beta) (eV) = -8.8 / -9.1
- LUMO (alpha / beta) (eV) = -1.442 / -0.213

Want to see where the charge sits? The Mulliken charges in e are: C -0.366; C 0.526; C -1.154; O -0.496; O -0.228; P 0.351; H 0.365; H 0.337; H 0.301; H 0.305; H 0.059


C3H5O2S2 | ωB97M-V/def2-TZVPD

Cartesian coordinates (Å):
C -0.89 -0.91 0.79
C -0.68 1.26 -0.22
C -0.46 -0.01 -0.29
O -0.98 -0.51 1.93
O -1.03 -2.15 0.40
S 0.09 -0.97 -1.70
S 2.67 0.45 0.08
H -1.07 1.72 0.68
H -0.36 1.81 -1.17
H 1.96 1.49 0.59
H -0.75 -2.03 -0.55
H 1.51 -0.14 -0.54

Properties
- total charge = -1
- HOMO-LUMO gap (eV) = 7.6
- E_HOMO (eV) = -4.1
- LUMO (eV) = 3.520

Want to see where the charge sits? The Mulliken charges in e are: C 0.540; C -0.648; C 0.019; O -0.647; O -0.478; S -0.625; S -0.380; H 0.354; H 0.219; H 0.118; H 0.317; H 0.211


C3H5O2S2 | ωB97M-V/def2-TZVPD

Cartesian coordinates (Å):
C 0.89 0.70 -0.25
C 1.09 -0.74 -0.78
C 0.52 0.75 1.09
O 1.16 1.76 -0.90
O -3.06 1.07 -0.25
S -2.49 -1.71 -0.07
S -2.52 0.06 0.67
H 1.16 -0.99 -1.94
H 2.05 -1.10 -0.44
H 0.21 -1.35 -0.31
H 0.38 -0.16 1.60
H 0.63 1.71 1.59

Properties
- total charge = -1
- HOMO-LUMO gap (alpha / beta) (eV) = 5.9 / 6.1
- E_HOMO (alpha / beta) (eV) = -2.2 / -4.2
- LUMO (alpha / beta) (eV) = 3.682 / 1.848
- spin multiplicity = 3

Want to see where the charge sits? The Mulliken charges in e are: C 0.944; C -0.694; C -1.051; O -0.611; O -0.541; S -0.507; S 0.160; H 0.239; H 0.264; H 0.081; H 0.431; H 0.285


C3H5O3 | ωB97M-V/def2-TZVPD

Cartesian coordinates (Å):
O 0.35 1.70 -1.82
C 0.01 0.70 -1.23
C -1.44 0.28 -1.03
H 0.74 0.00 -0.80
H -1.70 0.20 0.02
H -1.49 -0.77 -1.33
H -2.04 0.93 -1.66
O 0.18 0.26 1.62
C 0.38 -0.97 1.62
O 0.77 -1.83 0.81
H 0.13 -1.44 2.63

Properties
- total charge = -1
- HOMO-LUMO gap (eV) = 8.2
- E_HOMO (eV) = -4.0
- LUMO (eV) = 4.190

Want to see where the charge sits? The Mulliken charges in e are: O -0.566; C 0.279; C -0.893; H 0.321; H 0.256; H 0.249; H 0.328; O -0.627; C -0.126; O -0.626; H 0.404


C3H5O3P | ωB97M-V/def2-TZVPD

Cartesian coordinates (Å):
C -0.02 -2.28 -0.38
C 1.25 -0.15 -0.24
C 0.20 0.92 -0.66
O 3.57 -1.11 0.88
O 2.30 -0.32 -1.26
O 3.78 1.32 0.21
P 2.93 0.09 0.27
H 0.40 -2.64 -1.34
H 0.61 -2.56 0.53
H 0.22 2.08 -0.22
H 0.11 1.01 -1.74
H -0.73 0.44 -0.37

Properties
- total charge = -2
- HOMO-LUMO gap (alpha / beta) (eV) = 5.7 / 5.7
- E_HOMO (alpha / beta) (eV) = 1.4 / 1.4
- LUMO (alpha / beta) (eV) = 7.121 / 7.121

Want to see where the charge sits? The Mulliken charges in e are: C -0.299; C -0.012; C -1.213; O -0.771; O -0.444; O -0.774; P 0.711; H -0.052; H -0.005; H 0.228; H 0.251; H 0.380


Listing maximum force for the structures above in their given order: 0.123, 0.044, 0.069, 0.126, 0.036, 0.058, 0.086, 0.033, 0.044, 0.030, 0.041, 0.066, 0.081, 0.065, 0.057, 0.073, 0.058, 0.061, 0.040, 0.056 Eh/bohr.